(1)
DFT (ωB97M-V/def2-TZVPD) results for C48H57ClN10S2Y as an isolated structure.

```
119
Properties=species:S:1:pos:R:3:forces:R:3
Y 0.016562 -0.123376 -0.201611 -1.90 0.44 0.05
Cl 1.754517 3.371058 8.316736 0.00 0.04 0.04
S -1.790994 0.821199 2.781150 -0.02 0.69 0.12
S 1.259987 2.751367 -0.349195 -0.55 -0.34 0.54
N -1.933217 0.707308 -1.608822 0.36 -0.29 0.65
N -0.457297 -2.162692 -4.237434 -0.22 0.08 0.12
N -0.658104 -1.193089 -2.132485 0.71 0.24 0.82
N 3.090470 3.611635 -2.077448 0.00 0.03 0.10
N 1.470063 -1.289324 2.369015 -0.10 0.12 -0.14
N 1.642914 5.215280 -1.270796 -0.02 -0.20 0.24
N -4.180996 1.449901 1.236511 -0.01 -0.13 0.14
N 1.297807 -2.297150 -2.733474 0.18 -0.13 -0.16
N -0.968069 -2.209394 1.215747 0.23 0.16 -0.45
N -1.879547 0.747867 1.161629 0.73 -0.16 0.26
C -4.784422 0.433361 -2.764341 -0.07 0.03 0.00
C -5.112645 3.058609 2.767698 -0.04 0.01 0.01
C -2.882451 -2.909459 -2.152845 -0.01 0.17 -0.09
C 1.444639 -2.633762 -7.942418 0.03 -0.02 -0.08
C -1.963674 1.615929 -2.812011 0.08 0.15 -0.28
C -4.354660 -0.978925 -2.542370 -0.04 0.07 -0.17
C -5.051831 3.760330 3.952429 0.00 -0.04 -0.06
C 0.830368 3.369564 4.439457 -0.12 0.00 -0.07
C -1.895021 -0.532112 -2.480952 -0.19 -0.19 -0.09
C 1.495629 -1.800228 -5.693714 -0.12 0.07 0.06
C -3.105969 -1.434644 -2.406557 0.14 -0.09 0.15
C 0.284580 2.106059 4.249543 0.01 -0.15 0.19
C 0.155131 -3.100160 -7.730823 0.05 0.03 0.01
C 4.648656 -1.971964 -1.323789 -0.12 -0.01 -0.03
C -4.080021 2.191696 2.394229 0.14 0.01 0.06
C -2.961816 0.508348 -4.695253 0.29 0.33 -0.05
C -4.071107 1.185894 -3.985166 0.08 -0.31 -0.12
C 3.789312 -3.505453 -3.096942 0.02 0.05 0.12
C -1.811507 0.451552 -3.811263 -0.39 -0.01 -0.40
C -0.001176 -3.153381 1.797022 0.15 0.02 0.11
C 1.285342 3.763687 5.687431 0.05 0.05 0.05
C -3.057856 1.054793 0.488951 -0.30 0.02 -0.43
C -1.881201 -3.442073 -6.282427 0.03 0.02 0.00
C -2.934408 2.762210 4.461030 0.04 -0.02 -0.05
C -3.961099 3.618609 4.804590 0.07 -0.03 0.11
C 2.072267 -0.895251 -0.822993 0.94 -0.64 -0.75
C 3.571240 -2.417372 -2.072643 0.18 -0.07 -0.08
C 0.630851 1.629663 6.593299 -0.02 -0.05 0.05
C 1.183837 2.891650 6.760133 -0.03 -0.05 -0.11
C 2.620311 6.280107 -1.054622 0.05 0.06 -0.02
C 4.485043 -0.989065 -0.360464 0.06 0.12 0.24
C 0.313677 5.542807 -0.772655 -0.03 -0.04 0.00
C -3.399067 2.130437 -2.955150 -0.04 0.04 -0.04
C 3.217922 -0.490676 -0.111164 -0.08 -0.18 -0.13
C 3.520442 4.460320 -3.179591 0.04 0.05 -0.14
C -4.180479 1.486338 -1.777494 -0.03 -0.03 0.13
C 0.217564 -2.308347 -5.471761 0.23 -0.03 -0.19
C -2.978506 2.072253 3.251920 -0.03 -0.17 -0.18
C -0.478492 -2.948611 -6.506215 -0.03 -0.07 0.12
C 2.054010 3.912822 -1.287053 0.07 0.15 -0.49
C 0.056838 -1.817996 -3.019761 -0.14 -0.31 0.00
C 2.307254 -1.836282 -1.846498 0.00 0.14 0.23
C 3.738790 2.312112 -2.028382 0.06 -0.10 0.02
C 0.196109 1.239107 5.339106 -0.01 0.04 -0.15
C 0.775867 -2.466330 2.904950 -0.06 0.00 -0.15
C -0.162546 1.686872 2.885264 -0.32 0.03 -0.05
C 2.111160 -1.976700 -6.923817 0.00 -0.01 0.01
C -3.122590 0.983007 -0.849043 0.08 0.35 0.08
H -3.107464 -0.151557 -5.541632 0.02 0.01 -0.03
H 0.519347 0.933820 2.475964 -0.07 -0.03 0.01
H 1.646231 -2.923545 -3.440780 -0.05 0.00 -0.06
H -0.834213 0.342843 -4.294510 0.06 -0.06 0.17
H 2.470789 7.093524 -1.765598 0.02 0.00 0.00
H -1.451265 -1.985476 -4.329220 0.04 0.13 -0.01
H -3.834355 -3.437100 -2.155912 0.00 -0.01 0.06
H 3.587984 3.851062 -4.081814 -0.01 -0.04 0.03
H -5.966369 3.162393 2.108724 0.00 0.02 0.01
H -0.484552 -4.045974 2.201968 -0.01 -0.01 -0.04
H 1.959223 -0.814169 3.120827 0.01 0.06 -0.02
H -1.197677 2.391550 -2.787458 0.02 -0.05 0.04
H 2.503165 6.678700 -0.043065 -0.02 -0.02 -0.01
H -2.252555 -3.963948 -7.161617 0.01 -0.01 0.00
H 3.309773 1.627771 -2.765163 -0.04 0.02 0.01
H -0.421585 4.865911 -1.198937 -0.01 0.00 0.01
H 1.918670 -2.771085 -8.905161 -0.01 0.00 0.01
H -2.104918 2.626027 5.134479 0.11 -0.01 0.08
H 2.804675 5.257006 -3.354204 -0.01 -0.04 0.00
H -2.394291 -3.069759 -1.188920 -0.02 -0.12 0.00
H 4.807055 -3.882433 -3.020309 0.00 -0.01 -0.04
H -4.807769 1.648515 -4.645848 -0.07 0.00 0.11
H 3.119078 -4.353199 -2.930052 -0.01 0.00 -0.06
H -2.244689 -3.378513 -2.904026 0.03 -0.05 0.03
H 0.255408 5.477073 0.317592 0.04 0.02 0.00
H 1.994235 -1.228275 -4.922316 0.03 -0.02 0.02
H 3.648214 -3.150208 -4.121128 -0.04 -0.03 -0.01
H -1.926839 -4.125593 -5.431075 -0.02 0.00 -0.01
H -5.150925 -1.716389 -2.490733 0.03 -0.04 0.02
H 0.687381 -3.470032 1.009581 -0.02 -0.01 -0.01
H -1.599780 -1.903560 1.949434 -0.09 0.11 -0.09
H -4.935618 2.118710 -1.308398 0.03 0.04 -0.01
H 3.621491 1.868925 -1.046489 0.01 0.03 -0.01
H 4.799715 2.441790 -2.242915 -0.02 0.02 -0.02
H 1.459372 -3.191479 3.354443 -0.01 0.02 0.06
H 0.895289 4.053621 3.601617 0.02 0.01 0.02
H -1.542541 -2.696287 0.534166 -0.07 0.04 -0.01
H -2.564615 -2.611530 -6.078519 -0.02 -0.02 0.01
H -0.245856 2.514837 2.180535 -0.03 0.02 0.04
H -3.919500 4.152249 5.743639 0.00 0.02 -0.02
H 2.189221 -1.592960 1.717474 0.03 0.03 -0.02
H 0.538563 0.960885 7.438054 0.04 0.02 0.01
H -4.992603 1.647877 0.675309 -0.02 -0.02 -0.05
H 1.717102 4.744694 5.830074 -0.01 -0.01 0.02
H 5.335416 -0.631672 0.208772 0.01 -0.04 -0.02
H 0.081309 6.561458 -1.081384 0.02 -0.01 -0.02
H -3.485643 3.203366 -3.110930 0.03 0.00 0.05
H 3.107093 -1.584681 -7.084091 -0.01 0.01 0.00
H -5.862920 4.423715 4.221334 -0.01 -0.01 -0.01
H 0.079938 -2.132985 3.680604 0.02 -0.03 0.04
H -0.371089 -3.599594 -8.534725 -0.03 0.01 0.01
H 5.625948 -2.405520 -1.496988 0.00 0.00 -0.02
H 4.504843 4.892372 -2.987968 -0.02 0.00 0.00
H 3.633798 5.902864 -1.150430 -0.03 0.02 0.01
H -5.874049 0.474830 -2.813829 0.02 0.06 0.08
H 3.116272 0.249984 0.683066 0.00 0.05 -0.03
H -0.243883 0.255809 5.211205 0.04 -0.02 0.04
```
Positions in Å, forces in eV/Å.

## Properties
Spin multiplicity = 1
Total charge = +1
Relative energy (zero: lowest compared OMol25 entry of this formula, charge and spin) = 142.9 kcal per mole
Gap between HOMO and LUMO = 4.28 eV
Maximum force = 1.95 eV/A
Lowest unoccupied orbital energy = -1.955 eV
DFT total energy = -100831.670 eV
E_HOMO = -6.233 eV

(2)
DFT (ωB97M-V/def2-TZVPD) results for C48H58Br2N3O2P2TeTi as an isolated structure.

```
117
Properties=species:S:1:pos:R:3:forces:R:3
Te -0.702189 2.616781 -1.596891 -0.03 -0.15 0.16
Br 2.574237 1.304032 -0.715291 -0.15 -0.22 0.09
Br 2.522186 -2.236914 1.036957 0.02 -0.10 -0.02
Ti 0.390458 0.351634 0.024243 0.42 0.71 0.14
P -3.057500 0.879290 0.384857 -0.01 -0.11 -0.27
P 0.682596 -1.108354 -2.228163 0.10 -0.05 -0.01
O 0.657919 3.171439 4.963723 -0.01 -0.06 -0.07
O 0.171224 1.811502 1.086669 -0.38 -0.23 -0.23
N 1.337425 0.070035 2.580377 -0.06 -0.13 -0.02
N -0.717190 -1.200769 0.337973 -0.05 -0.06 -0.04
N 0.882096 1.226495 3.136204 -0.01 0.14 -0.08
C 2.354063 -3.437577 7.926449 -0.01 0.01 0.03
C 0.563869 3.244739 -3.197153 -0.03 0.01 -0.01
C -1.726356 3.359414 -4.229600 0.03 -0.01 0.00
C -0.696243 -2.468423 -0.314643 0.09 0.00 -0.04
C -1.459994 -3.556521 0.123341 0.09 0.05 -0.07
C -0.065966 5.338747 4.265416 -0.01 0.01 -0.05
C 0.113888 4.372635 -5.406425 0.02 -0.01 0.00
C -0.210485 0.074992 -4.645388 0.02 0.14 0.00
C 0.503628 3.654133 2.624754 -0.01 0.00 0.18
C -3.255600 -0.305583 2.941146 0.04 0.04 -0.04
C -1.930340 -1.110722 -3.209093 0.01 0.04 0.01
C -2.906592 -1.173243 3.957745 -0.01 0.00 0.03
C -2.264756 2.581359 -3.051287 0.09 -0.01 -0.06
C 2.489681 -3.222441 5.147504 0.03 -0.01 0.02
C 0.957942 2.288980 2.154634 0.08 -0.21 -0.09
C 0.274265 4.609905 1.637728 0.06 -0.04 0.03
C 0.180842 -3.881859 -2.080116 0.03 0.05 -0.02
C -2.090511 4.442213 -6.352415 0.00 0.01 -0.02
C 3.498871 -3.872758 5.861140 -0.03 0.01 0.00
C -4.363818 3.274964 0.203923 -0.02 0.00 -0.01
C 0.358155 4.051799 3.953792 0.02 -0.04 -0.01
C -2.561138 -0.271819 1.727152 -0.03 -0.02 0.05
C 2.341987 -1.350795 -3.038684 -0.01 0.00 -0.05
C 2.279017 -2.102637 2.908373 0.04 -0.19 0.14
C 2.619653 -3.138800 3.685503 -0.04 0.13 -0.18
C -0.738760 4.755734 -6.425638 -0.01 0.01 -0.01
C 0.099573 -2.637097 -1.463356 -0.12 -0.04 0.07
C -4.535812 -0.006420 -0.358796 -0.08 -0.06 0.11
C -1.364556 -4.785425 -0.507727 -0.01 0.01 0.02
C -5.841463 0.085018 0.429388 0.03 0.05 0.03
C -1.479605 -1.148579 1.563594 0.02 0.13 0.04
C 2.363713 -2.151294 -4.346421 -0.07 -0.02 -0.01
C -3.828090 2.309548 1.264972 -0.07 -0.01 -0.01
C -0.369082 3.673207 -4.303050 -0.02 -0.02 0.02
C -0.523354 -4.967747 -1.594322 -0.01 -0.06 0.00
C -0.138342 5.893422 1.936660 0.00 0.04 -0.02
C 1.794015 -0.819104 3.371976 0.07 0.09 -0.10
C -4.208768 -1.481794 -0.585960 0.08 -0.01 0.00
C -0.478319 -1.061229 -3.671689 -0.01 -0.20 -0.03
C 3.436643 -3.970135 7.240457 0.01 -0.01 -0.02
C 1.330617 -2.817605 7.225427 -0.02 0.00 0.03
C 1.394717 -2.712626 5.844991 0.01 0.00 0.01
C -1.826604 -2.028784 3.786155 0.04 -0.03 -0.04
C -1.110520 -2.003882 2.605195 -0.09 0.09 0.00
C -2.578826 3.747945 -5.260222 -0.01 -0.01 0.00
C -2.819415 3.025559 2.153390 -0.09 -0.03 0.07
C -0.321627 6.254904 3.263205 0.00 0.02 0.03
C 3.385235 -1.938736 -2.092059 0.00 0.04 0.03
H -4.232823 -2.023779 0.361220 -0.01 0.00 0.02
H 1.860740 -0.631475 4.442176 0.00 0.02 0.00
H -2.137711 -3.452776 0.954959 -0.01 0.01 0.03
H 0.574483 -2.258020 5.305201 -0.01 0.01 -0.02
H 2.228678 -3.217720 -4.163771 0.00 0.02 -0.01
H -3.134152 3.061898 -2.606564 0.00 -0.01 -0.01
H 0.542142 3.609067 5.812618 0.00 0.02 0.02
H 3.081473 -2.925502 -1.734536 -0.01 0.00 0.01
H -4.667236 1.959104 1.870856 0.01 0.00 0.00
H 3.348437 -2.034589 -4.801097 0.02 0.01 0.01
H -2.141292 -0.352259 -2.449267 0.02 0.02 -0.03
H -0.475191 1.039562 -4.221849 -0.01 0.04 0.04
H -2.595720 -0.944511 -4.058852 -0.01 0.02 -0.01
H -3.633030 3.505667 -5.200809 -0.01 0.00 0.00
H -5.722283 -0.350639 1.423959 0.00 -0.01 0.01
H -2.002291 3.417561 1.555608 0.09 0.04 -0.07
H 0.831939 0.127095 -4.960101 0.00 0.02 0.00
H -0.820774 -0.059302 -5.540495 0.00 -0.01 -0.01
H 0.788822 -4.000250 -2.967437 -0.02 0.01 0.03
H -2.531192 1.562612 -3.323590 -0.02 -0.03 0.01
H 2.638010 -0.318097 -3.259528 -0.02 -0.02 0.01
H 1.978757 2.370413 1.748507 -0.04 0.09 0.13
H -4.950452 -1.933208 -1.247321 -0.01 -0.01 0.00
H -3.225676 -1.633156 -1.025980 -0.04 0.00 0.03
H 4.323859 -2.065345 -2.633254 0.02 0.00 0.00
H 4.340443 -4.295256 5.326247 0.01 0.00 0.00
H -0.353947 5.304688 -7.274463 0.01 0.00 -0.01
H 1.167064 4.619960 -5.460215 0.01 0.00 0.00
H -4.090376 0.365000 3.091338 -0.02 0.02 0.02
H -1.961366 -5.610011 -0.140787 -0.01 -0.01 0.00
H -3.534365 3.714640 -0.356077 0.00 0.02 0.01
H 1.629706 -1.834296 -5.083568 0.02 -0.01 0.02
H -1.552719 -2.726963 4.566441 0.01 0.01 0.02
H -2.761739 4.745927 -7.144392 -0.01 0.00 0.00
H -0.185511 5.619240 5.305943 0.00 0.00 0.01
H -6.617543 -0.488475 -0.081598 0.00 -0.01 -0.02
H -4.675198 0.466706 -1.337155 0.02 0.04 0.03
H -0.272032 -2.672627 2.460703 0.01 -0.02 -0.01
H -0.441976 -5.932858 -2.074783 0.00 -0.01 0.00
H 0.472648 -2.424362 7.754948 0.00 0.00 0.00
H 3.583763 -1.284939 -1.246889 -0.01 -0.02 0.01
H -3.298638 3.869188 2.655669 0.01 0.00 0.01
H 1.229773 1.448181 4.059895 0.05 0.04 0.07
H 1.178725 4.066948 -2.834743 0.00 -0.01 -0.02
H -2.392031 2.371286 2.912519 0.03 -0.04 0.04
H -3.474015 -1.186249 4.878712 -0.01 0.00 0.01
H 1.225565 2.428694 -3.487120 -0.01 0.00 -0.01
H 0.412543 4.321676 0.605159 0.01 -0.01 -0.03
H -6.210464 1.102513 0.545742 0.01 0.03 -0.02
H 2.301744 -3.519028 9.003777 0.00 0.00 0.00
H -0.267743 -2.006036 -4.186201 -0.02 0.03 0.04
H -5.037348 2.794377 -0.507014 -0.02 -0.02 -0.01
H -0.313144 6.606445 1.143083 -0.01 0.00 -0.01
H -4.912294 4.092119 0.676164 0.02 0.00 0.02
H -2.174099 -2.082025 -2.780958 0.02 -0.01 -0.03
H 3.066653 -4.000765 3.203326 0.02 0.01 -0.02
H -0.648921 7.252689 3.521887 0.00 0.01 0.00
H 4.229720 -4.468839 7.780901 0.01 0.00 0.00
```
Positions in Å, forces in eV/Å.

## Properties
Spin multiplicity = 1
Total charge = +1
Relative energy (zero: lowest compared OMol25 entry of this formula, charge and spin) = 17.3 kcal per mole
Gap between HOMO and LUMO = 6.94 eV
Maximum force = 0.84 eV/A
Lowest unoccupied orbital energy = -3.256 eV
DFT total energy = -248351.429 eV
E_HOMO = -10.194 eV